Computed, not measured: 2 unconnected molecules or ions with the total composition C12H16N2 at a distorted geometry, with ωB97M-V/def2-TZVPD.

The geometry in ORCA input format:
```
! wB97M-V def2-TZVPD RIJCOSX def2/J DEFGRID3
* xyz -1 2
C 2.56 -1.73 -0.46
C 2.98 -0.91 0.89
C 1.17 -2.08 -0.41
C 0.38 -2.89 0.51
C -0.84 -2.07 -1.11
N 0.37 -1.71 -1.53
N -0.99 -2.80 0.04
H 3.03 -1.22 -1.40
H 3.04 -2.84 -0.57
H 3.25 0.13 0.55
H 0.66 -3.15 1.46
H -1.73 -1.69 -1.57
H -1.75 -2.88 0.68
H 3.85 -1.12 1.56
H 1.99 -1.03 1.37
C 0.44 2.90 -1.01
C -1.87 1.89 -1.01
C -0.69 2.27 -0.35
C -2.92 1.21 -0.35
C -2.75 0.79 0.98
C -0.65 2.05 1.04
C -1.59 1.26 1.66
H -1.82 2.03 -2.07
H -3.86 1.00 -0.90
H 0.85 2.11 -1.68
H 1.31 3.17 -0.52
H -3.53 0.18 1.52
H 0.33 2.31 1.60
H -1.56 1.02 2.81
H 0.32 3.81 -1.75
*
```

The largest force on an atom is 5.57 eV Å⁻¹. The value obtained for the gap between HOMO and LUMO (alpha / beta) is 2.4 / 8.1 eV. As for the relative energy (zero: lowest compared OMol25 entry of this formula, charge and spin): 2.533 eV. The lowest unoccupied orbital energy (alpha / beta) is 3.407 / 3.223 eV. The calculation puts the HOMO energy (alpha / beta) at 1.03 / -4.88 eV.


Computed, not measured: 2 unconnected molecules or ions with the total composition C12H16N2 at a distorted geometry, with ωB97M-V/def2-TZVPD.

The geometry in ORCA input format:
```
! wB97M-V def2-TZVPD RIJCOSX def2/J DEFGRID3
* xyz -1 2
C -1.73 2.22 -1.29
C -1.88 1.92 1.23
C -1.13 2.05 0.08
C -1.22 1.69 2.44
C 0.15 1.75 2.58
C 0.26 2.15 0.20
C 0.89 2.07 1.43
H -2.95 2.08 1.27
H -1.88 1.42 3.26
H -1.44 3.17 -1.72
H -2.82 2.18 -1.19
H 0.73 1.58 3.47
H 0.91 2.23 -0.66
H 1.95 2.15 1.55
H -1.37 1.50 -2.02
C 0.59 -1.79 -2.11
C -0.91 -1.93 -2.04
C 1.29 -2.19 -0.85
C 0.75 -2.62 0.34
C 2.72 -1.75 0.69
N 2.54 -1.66 -0.60
N 1.68 -2.37 1.29
H 1.04 -2.21 -3.03
H 0.91 -0.77 -2.25
H -1.25 -2.69 -1.35
H -0.16 -3.17 0.51
H 3.59 -1.43 1.23
H 1.55 -2.35 2.30
H -1.38 -2.22 -2.99
H -1.44 -1.01 -1.77
*
```

The largest force on an atom is 2.87 eV Å⁻¹. The value obtained for the gap between HOMO and LUMO (alpha / beta) is 2.1 / 7.0 eV. As for the relative energy (zero: lowest compared OMol25 entry of this formula, charge and spin): 0.544 eV. The lowest unoccupied orbital energy (alpha / beta) is 3.391 / 3.298 eV. The calculation puts the HOMO energy (alpha / beta) at 1.25 / -3.68 eV.


Computed, not measured: 2 unconnected molecules or ions with the total composition C12H16N2O at a distorted geometry, with ωB97M-V/def2-TZVPD.

The geometry in ORCA input format:
```
! wB97M-V def2-TZVPD RIJCOSX def2/J DEFGRID3
* xyz 0 1
C 2.41 -1.42 0.68
C 1.31 -0.51 1.26
C 1.90 -2.77 0.27
C 2.65 -3.91 0.12
C 0.58 -4.24 -0.53
N 0.64 -2.96 -0.21
N 1.77 -4.84 -0.39
H 2.94 -0.90 -0.13
H 3.25 -1.47 1.38
H 1.61 0.54 1.20
H 3.58 -4.20 0.56
H -0.23 -4.54 -1.18
H 1.92 -5.82 -0.58
H 1.12 -0.83 2.28
H 0.44 -0.62 0.62
C -3.12 1.38 -1.99
C -0.45 3.11 0.79
C -1.70 2.76 1.27
C -0.06 3.00 -0.53
C -2.56 2.15 0.36
C -0.95 2.44 -1.43
C -2.22 2.04 -0.97
O 0.44 3.81 1.59
H -1.93 2.93 2.32
H 0.22 3.70 2.53
H 0.93 3.36 -0.76
H -3.54 1.81 0.65
H -0.74 2.41 -2.49
H -4.17 1.45 -1.67
H -2.90 0.31 -2.05
H -3.13 1.84 -2.98
*
```

The largest force on an atom is 2.01 eV Å⁻¹. Its SMILES is CCc1c[nH]cn1.Cc1ccc(O)cc1. The value obtained for the gap between HOMO and LUMO is 9.2 eV. As for the relative energy (zero: lowest compared OMol25 entry of this formula, charge and spin): 1.267 eV. The lowest unoccupied orbital energy is 0.917 eV. The calculation puts the HOMO energy at -8.25 eV.


Computed, not measured: C12H16N2O2S in the gas phase at a distorted geometry, with ωB97M-V/def2-TZVPD.

The geometry in ORCA input format:
```
! wB97M-V def2-TZVPD RIJCOSX def2/J DEFGRID3
* xyz 0 1
O 0.14 -0.24 -1.29
S -0.54 -0.65 -0.09
O -0.52 -2.05 0.24
N 0.05 0.25 1.24
H -0.68 0.89 1.54
N 1.24 0.94 1.21
C 2.33 0.40 0.85
C 2.60 -0.98 0.37
H 1.70 -1.60 0.41
C 3.16 -0.96 -1.06
C 3.95 0.33 -1.33
C 4.63 0.81 -0.05
H 5.22 0.00 0.38
H 5.31 1.64 -0.26
C 3.55 1.28 0.94
H 3.26 2.31 0.74
H 3.94 1.24 1.96
H 3.27 1.10 -1.68
H 4.69 0.15 -2.11
H 2.34 -1.03 -1.77
H 3.80 -1.83 -1.20
H 3.34 -1.41 1.05
C -2.23 -0.08 -0.12
C -2.56 1.00 -0.91
C -3.87 1.46 -0.91
C -4.83 0.82 -0.14
C -4.48 -0.28 0.64
C -3.17 -0.73 0.65
H -2.87 -1.59 1.23
H -5.23 -0.77 1.24
H -5.85 1.17 -0.14
H -4.15 2.30 -1.52
H -1.79 1.47 -1.51
*
```

The largest force on an atom is 1.10 eV Å⁻¹. Its SMILES is O=S(=O)(NN=C1CCCCC1)c1ccccc1. The value obtained for the gap between HOMO and LUMO is 9.4 eV. As for the relative energy (zero: lowest compared OMol25 entry of this formula, charge and spin): 2.546 eV. The lowest unoccupied orbital energy is 0.480 eV. The calculation puts the HOMO energy at -8.89 eV.


Computed, not measured: C12H16N2O4 in the gas phase, with ωB97M-V/def2-TZVPD.

The geometry in ORCA input format:
```
! wB97M-V def2-TZVPD RIJCOSX def2/J DEFGRID3
* xyz 0 1
C -0.53 -1.40 4.23
C -0.77 -1.42 2.76
C -1.92 -1.34 2.03
C -1.53 -1.42 0.67
C -0.17 -1.53 0.66
O 0.29 -1.54 1.94
C 0.82 -1.63 -0.46
N 1.18 -0.38 -1.11
C 2.12 0.47 -0.41
C 1.50 1.17 0.80
N 0.21 1.72 0.44
C -0.52 1.40 -0.62
O -1.59 1.95 -0.85
C 0.05 0.38 -1.61
C 0.41 1.12 -2.92
H 1.24 0.60 -3.40
C -0.75 1.17 -3.92
O -0.57 0.93 -5.09
O -1.93 1.51 -3.44
H -1.93 1.72 -2.47
H 0.72 2.15 -2.71
H -0.75 -0.33 -1.84
H -0.21 2.39 1.08
H 1.39 0.46 1.63
H 2.15 1.98 1.14
H 2.47 1.22 -1.13
H 2.97 -0.13 -0.10
H 0.41 -2.28 -1.24
H 1.74 -2.08 -0.08
H -2.18 -1.39 -0.18
H -2.91 -1.24 2.40
H -1.48 -1.34 4.75
H -0.02 -2.31 4.54
H 0.09 -0.55 4.51
*
```

The largest force on an atom is 0.84 eV Å⁻¹. Its SMILES is Cc1ccc(CN2CCNC(=O)[C@H]2CC(=O)O)o1. The value obtained for the gap between HOMO and LUMO is 9.2 eV. As for the relative energy (zero: lowest compared OMol25 entry of this formula, charge and spin): 0.875 eV. The lowest unoccupied orbital energy is 0.477 eV. The calculation puts the HOMO energy at -8.68 eV.


Computed, not measured: 4 unconnected molecules or ions with the total composition C12H16N5O3 at a distorted geometry, with ωB97M-V/def2-TZVPD.

The geometry in ORCA input format:
```
! wB97M-V def2-TZVPD RIJCOSX def2/J DEFGRID3
* xyz 1 1
N -2.43 1.88 1.49
C -2.26 0.56 2.02
C -1.23 -0.32 1.41
C -0.27 0.06 0.24
O 0.80 -0.48 0.21
O -0.53 1.01 -0.73
C -1.07 -1.69 1.97
C -1.92 -2.13 3.09
N -2.86 -1.26 3.64
C -3.04 0.02 3.15
O -3.99 0.84 3.74
H -2.56 1.83 0.48
H -3.34 2.21 1.86
H -1.47 1.03 -0.98
H -0.30 -2.40 1.56
H -1.82 -3.17 3.49
H -3.43 -1.55 4.44
H -3.49 1.52 4.24
C 1.96 -0.32 -2.91
C 2.44 -1.28 -3.89
N 2.81 -2.05 -4.66
H 1.32 0.44 -3.37
H 1.37 -0.80 -2.12
H 2.78 0.21 -2.42
C 5.47 -4.04 -4.02
C 5.56 -5.49 -3.80
N 5.62 -6.62 -3.63
H 6.06 -3.49 -3.28
H 5.84 -3.76 -5.01
H 4.45 -3.69 -3.94
C -1.31 5.39 1.10
C -2.63 5.68 1.67
N -3.67 5.90 2.12
H -1.35 4.56 0.39
H -0.91 6.26 0.56
H -0.59 5.13 1.87
*
```

The largest force on an atom is 3.01 eV Å⁻¹. The value obtained for the gap between HOMO and LUMO is 6.8 eV. The lowest unoccupied orbital energy is -5.808 eV. The calculation puts the HOMO energy at -12.65 eV.